ORCA calculation (ωB97M-V/def2-TZVPD) on C32H40FeN4S as an isolated structure.

Properties
* electronic energy: -3124.1461 Ha
* total charge: +1
* energy above the lowest of the compared OMol25 structures with the same formula, charge and spin: 2.8 kcal/mol
* maximum force: 0.48 eV/Å
* LUMO energy (alpha / beta): -0.0890 / -0.1933 Ha
* 2S+1: 6

Last column: Mulliken spin population.
CARTESIAN COORDINATES (ANGSTROEM)
Fe (-0.11848, 0.55384, 0.17758)  3.961
C (0.53696, -2.45052, -2.16923)  0.006
C (1.02379, -1.28492, -3.02915)  0.007
C (-0.03742, -0.19534, -3.19739)  0.020
C (2.34326, -0.66826, -2.60716)  -0.016
C (3.32492, -0.52570, -3.57977)  -0.007
C (4.55101, 0.04973, -3.29298)  0.007
C (4.79753, 0.52497, -2.02124)  -0.006
C (3.84300, 0.42351, -1.01152)  -0.003
C (4.14963, 1.06919, 0.33122)  0.006
C (5.30207, 0.36328, 1.05032)  0.002
C (4.46289, 2.55937, 0.16095)  0.004
C (2.62755, -0.21411, -1.31020)  0.042
N (1.66557, -0.37929, -0.25404)  -0.030
C (2.02819, -1.06051, 0.79490)  0.002
C (1.23074, -1.07218, 1.95561)  0.014
C (1.47479, -1.58749, 3.22193)  0.030
C (0.45153, -1.11317, 4.04288)  0.008
C (-0.38920, -0.32221, 3.25431)  0.055
N (0.06406, -0.31124, 1.97555)  -0.012
C (-1.62688, 0.42826, 3.69427)  0.022
C (-2.89189, -0.34160, 3.29607)  0.001
C (-1.66352, 1.82062, 3.05496)  0.025
C (-1.61543, 0.58736, 5.21696)  0.000
H (-0.26295, -2.98371, -2.68536)  0.001
H (0.14592, -2.12525, -1.20833)  0.013
H (1.34684, -3.15592, -1.97556)  0.000
H (1.20305, -1.69868, -4.02434)  0.001
H (-0.16602, 0.38083, -2.27527)  0.012
H (-1.00830, -0.61650, -3.46617)  -0.001
H (0.26035, 0.51931, -3.96541)  0.001
H (3.12202, -0.88653, -4.58109)  0.000
H (5.30650, 0.13262, -4.06303)  0.000
H (5.74713, 0.99785, -1.80359)  0.000
H (3.26780, 1.00895, 0.96893)  0.001
H (6.23926, 0.49656, 0.50667)  0.000
H (5.12874, -0.71046, 1.14210)  0.000
H (5.43718, 0.77428, 2.05196)  0.000
H (5.40100, 2.71119, -0.37544)  0.000
H (4.56317, 3.03435, 1.13888)  0.001
H (3.67360, 3.06927, -0.39306)  0.001
H (2.97513, -1.59735, 0.78951)  0.010
H (2.31695, -2.19820, 3.50884)  0.002
H (0.34640, -1.29410, 5.09929)  0.001
H (-2.97533, -0.43711, 2.21470)  0.003
H (-3.77637, 0.18779, 3.65616)  0.000
H (-2.89238, -1.34305, 3.73027)  0.000
H (-1.71838, 1.76538, 1.96412)  0.002
H (-0.78109, 2.40435, 3.32334)  0.000
H (-2.55028, 2.35984, 3.39310)  0.002
H (-1.63975, -0.37996, 5.71981)  0.000
H (-2.49833, 1.14485, 5.53317)  0.000
H (-0.73055, 1.12977, 5.55282)  0.000
S (0.74504, 2.65568, 0.18040)  0.585
C (0.16730, 4.28167, 0.04403)  -0.006
C (-0.88662, 4.66246, -0.79898)  0.088
C (-1.26798, 5.98734, -0.86660)  -0.044
C (-0.60810, 6.94243, -0.09844)  0.109
C (0.43996, 6.57268, 0.73585)  -0.046
C (0.83298, 5.24989, 0.80970)  0.090
H (-1.38370, 3.92388, -1.40719)  0.003
H (-2.07693, 6.28340, -1.52074)  0.000
H (-0.90961, 7.97974, -0.15576)  0.005
H (0.95190, 7.31921, 1.32760)  -0.001
H (1.64938, 4.94642, 1.45165)  0.002
N (-2.07520, -1.92580, 0.22352)  0.009
C (-2.73187, -0.86695, -0.30246)  0.028
C (-4.08998, -0.97468, -0.65665)  -0.001
C (-4.73813, 0.11317, -1.17282)  0.003
C (-4.04609, 1.31756, -1.35282)  0.001
C (-2.72956, 1.35115, -1.00062)  0.032
N (-2.06484, 0.29189, -0.48498)  -0.069
H (-2.60275, -2.74428, 0.47208)  -0.001
H (-1.20699, -1.79056, 0.72152)  0.003
H (-4.60166, -1.91431, -0.50000)  0.001
H (-5.78531, 0.04181, -1.43544)  0.000
H (-4.52514, 2.19357, -1.76295)  0.000
H (-2.13181, 2.23922, -1.13084)  0.024

Cartesian forces (eV/Å) of the 2 atoms listed first:
Fe -0.2 0.4 -0.1
C 0.0 0.0 0.0